Here is a 7-piece molecular cluster, BH16O6 overall from the Open Molecules 2025 dataset. Energies are from ωB97M-V with the def2-TZVPD basis set.

Cartesian coordinates (Å):
O 9.27800 22.14500 3.70000
O 15.19600 26.00300 6.38500
O 12.79300 24.57200 2.14400
O 10.88400 27.79900 7.21500
O 12.20800 20.79500 8.33500
O 12.05500 21.35200 3.56800
B 12.39800 23.80700 6.29700
H 12.30000 21.58700 7.76200
H 11.38400 23.24500 5.90400
H 11.52500 21.94100 4.15900
H 11.06200 26.85200 7.24600
H 11.89600 21.74400 2.78200
H 13.22200 23.74100 5.35200
H 12.81000 23.46600 7.31600
H 13.58900 24.03100 1.73700
H 9.40700 23.00000 4.04000
H 9.12800 22.27200 2.61000
H 10.40200 28.04800 6.50000
H 11.98900 24.80600 6.21100
H 16.08300 25.64200 6.07900
H 14.52300 25.34400 6.18200
H 11.79800 20.14500 7.80200
H 13.01000 24.26200 2.97600

As for the total energy: -13220.0279 eV. As for the net charge: -1. For the energy above the lowest of the compared OMol25 structures with the same formula, charge and spin, the calculation gives 2.008 eV.

=====

Here is C45H34CaN2S2 as an isolated structure from the Open Molecules 2025 dataset. Energies are from ωB97M-V with the def2-TZVPD basis set.

Cartesian coordinates (Å):
Ca 1.14700 -22.36337 12.33345
S -2.37466 -25.13804 14.32818
S 5.49100 -21.32763 10.65654
N -0.78886 -23.66035 12.81130
N 3.37859 -21.46577 12.21814
C -2.39283 -25.24489 9.78288
C 4.93931 -25.85961 10.85254
C -1.53696 -18.90467 6.94253
C -0.16047 -23.49855 15.13470
C 3.01318 -19.08089 12.78037
C 3.41666 -17.78469 12.66812
C -1.57782 -24.37932 11.91620
C -2.31956 -17.81352 10.98015
C 3.76240 -20.10207 12.16233
C -1.47757 -19.54026 9.39835
C 5.12310 -24.46781 10.81997
C -3.31462 -26.03861 10.46787
C -0.29277 -24.01948 16.50149
C -3.62000 -18.27651 9.02999
C 5.39950 -18.50626 11.45786
C -0.67325 -20.03900 10.41175
C 1.87692 -17.00157 14.47132
C 4.92160 -19.82541 11.42963
C -3.29705 -16.98371 11.43302
C 4.04228 -23.66267 11.23118
C -1.19489 -19.79961 7.96093
C 2.85021 -24.25197 11.58045
C 2.51271 -16.67104 13.09435
C -0.01432 -20.57707 11.31524
C 3.68823 -26.42199 11.11245
C 0.51247 -23.52034 17.50784
C 2.59623 -25.62861 11.52286
C 4.23419 -22.22169 11.47120
C 1.70126 -22.10986 15.84180
C -0.56200 -20.31888 5.24122
C 1.55129 -22.60027 17.14930
C -2.46805 -18.54731 9.79427
C 4.59058 -17.51303 11.97428
C 1.41216 -16.55076 12.04196
C 0.81730 -22.58218 14.89083
C -0.38375 -20.88836 7.56663
C -3.29070 -26.13400 11.89425
C -0.12617 -21.18012 6.25540
C -4.50034 -16.79403 10.72823
C -1.08295 -23.93188 14.06130
C -4.65769 -17.44328 9.53827
C -1.44687 -24.43778 10.50521
C -2.49520 -25.26351 12.58813
C 3.29036 -15.36354 13.33641
C -1.30560 -19.24911 5.56492
H -4.04572 -26.57766 9.88474
H 3.85473 -15.04408 12.44892
H 1.42565 -16.10259 14.91278
H -1.68837 -18.61912 4.79861
H -2.47038 -25.10083 8.70210
H 2.49441 -21.36577 15.64181
H -5.55974 -17.39325 8.93959
H -3.84771 -26.93070 12.41701
H 3.92658 -15.51710 14.20384
H 5.69629 -26.52555 10.41510
H -3.87441 -18.90832 8.14091
H -1.50448 -18.12006 11.65772
H -1.93518 -17.91210 7.17001
H 1.89344 -16.44162 11.07299
H 0.44583 -22.05765 5.96601
H -0.26850 -20.47998 4.19420
H 0.75900 -15.71539 12.25437
H 0.01713 -21.49758 8.36985
H 2.60739 -14.56297 13.58870
H -0.70634 -23.88630 9.93388
H 0.80079 -17.40646 11.96235
H 2.64740 -17.40702 15.14121
H 3.51371 -27.51563 10.96221
H 0.40998 -23.79442 18.54897
H -5.26802 -16.19713 11.17415
H -0.96144 -24.85660 16.65069
H 2.24396 -22.17029 17.92402
H -3.17827 -16.43667 12.38858
H 6.08552 -24.03376 10.39438
H 6.28914 -18.21333 10.90640
H 2.14333 -19.31936 13.38039
H 4.94794 -16.47881 12.01737
H 1.67603 -26.14927 11.81002
H 1.09756 -17.80403 14.38559

As for the total energy: -90303.9870 eV. As for the net charge: -2.

=====

Here is a 2-piece molecular cluster, C5H13NO overall from the Open Molecules 2025 dataset. Energies are from ωB97M-V with the def2-TZVPD basis set.

Cartesian coordinates (Å):
O -4.11661 -0.57955 -0.91621
N 2.18900 0.05580 -0.38445
C 0.79440 -0.32827 -0.40232
C 0.28405 -0.92272 0.94200
C 2.55581 0.95229 -1.44427
C -1.85690 0.25208 1.64568
C -0.46183 0.09878 1.74819
H -2.25568 1.19409 1.95093
H -0.27709 -1.80301 0.66045
H 2.63860 0.34738 0.47326
H -3.25354 -0.92101 -0.60421
H 0.67747 -1.11029 -1.17762
H -3.86160 -0.04641 -1.68760
H 2.53011 0.38399 -2.39170
H 0.19678 0.46982 -0.82083
H 0.11971 0.70275 2.42497
H -2.47601 -0.60443 1.43294
H 1.80839 1.75817 -1.56693
H 1.20364 -1.24557 1.44926
H 3.56130 1.34609 -1.33155

As for the total energy: -8930.3786 eV. As for the net charge: -1. As for the expectation value of S²: 0.7532. For the energy above the lowest of the compared OMol25 structures with the same formula, charge and spin, the calculation gives 2.382 eV. As for the spin multiplicity: 2.

=====

Here is a 2-piece molecular cluster, C5H11NO overall from the Open Molecules 2025 dataset. Energies are from ωB97M-V with the def2-TZVPD basis set.

Cartesian coordinates (Å):
O 2.30451 -2.24063 -0.70055
N -2.22321 0.54011 -0.43724
C -1.23429 -0.22101 0.14226
C 2.47983 0.62351 0.46675
C -3.44937 0.49809 -0.04874
C 1.06965 1.10070 0.02216
C -0.07085 0.38928 0.69423
H 0.99867 2.19772 -0.02749
H 1.00012 0.77081 -1.02778
H -4.15536 1.26922 -0.34071
H 2.23883 -0.30499 0.98694
H 0.14347 0.11554 1.73874
H 3.12707 0.43569 -0.38375
H -1.44501 -1.27817 0.35181
H 1.60999 -2.67521 -0.18053
H -3.73882 -0.15738 0.78110
H 2.94469 1.28466 1.20153
H 1.78939 -1.47056 -0.98473

As for the total energy: -8897.5866 eV. As for the net charge: -1. As for the expectation value of S²: 0.7717. For the energy above the lowest of the compared OMol25 structures with the same formula, charge and spin, the calculation gives 2.575 eV. As for the spin multiplicity: 2.

=====

Here is C5H5NO2 as an isolated structure from the Open Molecules 2025 dataset. Energies are from ωB97M-V with the def2-TZVPD basis set.

Cartesian coordinates (Å):
O -2.50190 0.29047 -1.55897
O -1.96227 -0.84773 0.35363
N -0.45548 1.38537 -0.34208
C -1.78584 -0.04025 -0.69630
C 1.93586 1.14403 0.51331
C 0.71406 0.93552 0.01543
C -0.55230 -1.20178 0.52719
C -0.00730 -0.27799 -0.54473
H -0.23255 -0.97164 1.53976
H 0.37950 -0.62951 -1.49385
H -0.40984 -2.25436 0.28550
H 2.65245 0.33905 0.55235
H 2.22560 2.12884 0.84875

As for the total energy: -10845.9290 eV. For the energy above the lowest of the compared OMol25 structures with the same formula, charge and spin, the calculation gives 5.386 eV.

=====

Here is a 2-piece molecular cluster, C10H15IN2S overall from the Open Molecules 2025 dataset. Energies are from ωB97M-V with the def2-TZVPD basis set.

Cartesian coordinates (Å):
I 1.88605 2.58847 0.57137
S -0.56210 0.21864 -1.14125
N 0.00583 1.67494 -2.09947
N -0.50254 -0.47445 2.59849
C -1.43394 -1.98121 0.87925
C 3.65706 2.51783 -1.86877
C 1.24063 -0.10642 -1.29864
C -2.65560 0.16592 1.71154
C 0.69992 -1.14468 2.92807
C -2.08245 -1.98821 -0.27579
C 2.38129 2.25820 -1.45651
C -1.41726 -0.77293 1.76832
C -2.84959 -2.25585 -1.26472
C 1.45691 1.28216 -2.04670
H -2.99435 0.34732 2.77845
H -3.50156 -0.38504 1.29054
H -2.44410 1.03132 1.19514
H -0.98304 -2.85357 1.22155
H 1.91273 1.02366 -3.07478
H -2.51657 -1.90127 -2.33136
H 4.20813 3.27535 -1.30641
H -0.11680 2.56169 -1.65917
H 1.56653 -1.01310 -1.86337
H 1.10267 -1.78482 2.15234
H 4.00990 2.51598 -2.85835
H 1.40831 -0.19997 2.90544
H -3.73558 -2.75724 -1.07548
H 0.69844 -1.73471 3.82681
H 1.56110 -0.10799 -0.20654

As for the total energy: -32523.4023 eV. The SMILES is C=C(I)[C@H]1CSN1.C=C=C/C(C)=N\C. For the energy above the lowest of the compared OMol25 structures with the same formula, charge and spin, the calculation gives 0.602 eV.

=====

Please write out number 1 again, unchanged.
Here is a 7-piece molecular cluster, BH16O6 overall from the Open Molecules 2025 dataset. Energies are from ωB97M-V with the def2-TZVPD basis set.

Cartesian coordinates (Å):
O 9.27800 22.14500 3.70000
O 15.19600 26.00300 6.38500
O 12.79300 24.57200 2.14400
O 10.88400 27.79900 7.21500
O 12.20800 20.79500 8.33500
O 12.05500 21.35200 3.56800
B 12.39800 23.80700 6.29700
H 12.30000 21.58700 7.76200
H 11.38400 23.24500 5.90400
H 11.52500 21.94100 4.15900
H 11.06200 26.85200 7.24600
H 11.89600 21.74400 2.78200
H 13.22200 23.74100 5.35200
H 12.81000 23.46600 7.31600
H 13.58900 24.03100 1.73700
H 9.40700 23.00000 4.04000
H 9.12800 22.27200 2.61000
H 10.40200 28.04800 6.50000
H 11.98900 24.80600 6.21100
H 16.08300 25.64200 6.07900
H 14.52300 25.34400 6.18200
H 11.79800 20.14500 7.80200
H 13.01000 24.26200 2.97600

As for the total energy: -13220.0279 eV. As for the net charge: -1. For the energy above the lowest of the compared OMol25 structures with the same formula, charge and spin, the calculation gives 2.008 eV.